Entry 1:
A structure of composition C12H33FN3O3Pd, computed with ωB97M-V/def2-TZVPD.

Output
Spin multiplicity: 4
HOMO (spin up / spin down): -14.70 / -14.54 eV
Orbital gap (spin up / spin down): 0.25730 / 0.14806 hartree
<S²>: 3.765
Net charge: +2

The geometry in XYZ format:
```
53
C12H33FN3O3Pd, DFT ωB97M-V/def2-TZVPD
Pd -7.61 -3.40 -8.18
F -9.29 -4.38 -6.97
C -11.69 -1.97 -2.51
C -10.41 -2.42 -3.30
C -9.84 -3.70 -2.79
O -9.84 -3.77 -1.39
C -9.71 -5.07 -0.88
N -10.78 -2.62 -4.70
H -11.51 -1.66 -1.48
H -12.41 -2.77 -2.37
H -12.09 -1.07 -2.97
H -9.75 -1.56 -3.23
H -8.87 -3.94 -3.22
H -10.52 -4.50 -3.09
H -9.64 -5.09 0.21
H -8.70 -5.42 -1.11
H -10.46 -5.79 -1.19
H -11.60 -3.18 -4.89
H -10.04 -3.04 -5.25
C -13.16 -3.85 -8.03
C -12.79 -5.23 -7.45
C -12.21 -6.34 -8.41
O -11.88 -7.60 -7.74
C -11.24 -8.55 -8.64
N -11.97 -5.06 -6.30
H -13.99 -3.94 -8.73
H -12.35 -3.40 -8.61
H -13.32 -3.22 -7.16
H -13.72 -5.59 -7.00
H -11.31 -5.82 -8.74
H -12.82 -6.53 -9.30
H -11.83 -8.80 -9.52
H -11.08 -9.53 -8.19
H -10.31 -8.08 -8.96
H -11.56 -5.92 -5.95
H -11.15 -4.69 -6.75
C -6.98 -1.38 -4.44
C -7.39 -1.79 -5.83
C -8.22 -0.86 -6.68
O -8.61 -1.44 -7.89
C -9.72 -0.83 -8.60
N -6.31 -2.52 -6.56
H -7.15 -2.19 -3.74
H -7.63 -0.65 -3.96
H -5.93 -1.08 -4.47
H -8.08 -2.63 -5.79
H -7.55 -0.05 -6.99
H -9.09 -0.50 -6.14
H -10.71 -1.12 -8.26
H -9.85 -1.30 -9.58
H -9.71 0.24 -8.82
H -5.55 -1.91 -6.82
H -5.79 -3.00 -5.84
```

---

Entry 2:
A cluster of 10 separate species, C12H33N9O21 in total, computed with ωB97M-V/def2-TZVPD.

Output
Spin multiplicity: 1
ΔE to the lowest compared entry with this formula, charge and spin: 186.1 kJ/mol
HOMO: -9.93 eV
Orbital gap: 0.32677 hartree
SMILES string: C[N+](=O)[O-].C[N+](=O)[O-].C[N+](=O)[O-].C[N+](=O)[O-].C[N+](=O)[O-].C[N+](=O)[O-].C[N+](=O)[O-].C[N+](=O)[O-].C[N+](=O)[O-].COC(=O)OC
Net charge: 0

The geometry in XYZ format:
```
75
C12H33N9O21, DFT ωB97M-V/def2-TZVPD
C -5.23 1.68 1.37
N -4.07 2.59 1.49
O -4.11 3.67 1.99
O -2.96 2.15 1.07
H -5.95 2.10 0.66
H -5.68 1.54 2.35
H -4.94 0.66 1.10
C -1.23 11.54 6.26
N -1.65 10.76 5.09
O -2.29 9.74 5.25
O -1.36 11.17 3.98
H -1.77 12.48 6.10
H -0.22 11.93 6.34
H -1.52 10.93 7.12
C -3.36 6.76 3.32
N -2.70 7.44 2.20
O -1.82 6.75 1.63
O -3.03 8.57 1.97
H -4.43 6.67 3.14
H -3.18 7.27 4.27
H -2.96 5.76 3.46
C -6.15 9.98 3.01
N -7.27 10.91 2.51
O -7.91 11.52 3.32
O -7.45 10.88 1.29
H -5.63 9.35 2.29
H -6.67 9.35 3.73
H -5.38 10.60 3.48
C -2.59 12.45 1.30
N -2.76 13.12 0.07
O -3.65 13.90 -0.05
O -1.92 12.79 -0.84
H -3.11 11.49 1.39
H -2.86 13.04 2.17
H -1.52 12.24 1.37
C -4.36 3.52 6.55
N -5.18 2.42 5.88
O -5.42 1.46 6.64
O -5.66 2.69 4.78
H -3.53 3.05 7.09
H -4.90 4.18 7.23
H -3.96 4.11 5.73
C -7.32 5.22 4.17
N -7.23 5.63 2.73
O -7.53 6.74 2.40
O -6.82 4.82 1.93
H -7.39 6.13 4.77
H -6.35 4.74 4.31
H -8.14 4.52 4.34
C -0.49 4.41 0.49
N 0.97 4.34 0.93
O 1.67 5.28 0.53
O 1.43 3.32 1.39
H -0.89 5.28 -0.03
H -1.03 4.45 1.44
H -0.73 3.51 -0.06
C 0.29 6.21 6.80
N -1.17 6.33 6.90
O -1.61 7.18 7.68
O -2.00 5.77 6.15
H 0.48 6.15 7.87
H 0.62 7.16 6.37
H 0.74 5.42 6.20
C 2.68 6.76 -2.23
O 1.30 7.07 -2.35
C 0.76 8.10 -1.64
O 1.43 8.79 -0.85
O -0.50 8.16 -1.93
C -1.47 9.03 -1.27
H 2.79 6.12 -1.36
H 3.32 7.64 -2.24
H 2.99 6.24 -3.13
H -1.84 8.24 -0.61
H -2.22 9.33 -2.01
H -1.05 9.85 -0.70
```

---

In the order shown, the computed E values come out to -1093.8805, -2548.9179 hartree.